17
Properties=species:S:1:pos:R:3:nbo_charge:R:1 method="wB97M-V/def2-TZVPD" orbital_gap_ha=0.3306 relative_energy_kj_mol=70.5 largest_force_ev_per_a=4.633 energy_ha=-944.53354 charge=0
C 1.791 -1.847 0.350 -0.088
C 2.190 -0.542 0.437 -0.115
C 0.214 -0.683 -0.370 0.326
C 1.077 1.640 -0.144 -0.394
C -2.701 0.275 0.170 0.746
N 0.535 -1.918 -0.178 -0.515
N 1.155 0.213 -0.052 -0.404
F -3.766 -0.523 0.323 -0.330
F -3.163 1.540 0.180 -0.339
F -1.952 0.145 1.272 -0.326
P -1.776 -0.075 -1.456 0.361
H 2.313 -2.740 0.627 0.211
H 3.098 -0.098 0.791 0.217
H 1.056 2.090 0.852 0.212
H 1.935 2.032 -0.693 0.212
H 0.160 1.907 -0.673 0.220
H -2.167 -1.416 -1.435 0.006


86
Properties=species:S:1:pos:R:3:lowdin_charge:R:1 method="wB97M-V/def2-TZVPD" orbital_gap_ha="0.2482 / 0.2368" relative_energy_kj_mol=164.5 largest_force_ev_per_a=0.183 energy_ha=-10726.50062 charge=0
Ti 0.728 0.103 0.605 -0.325
N -2.795 -0.873 0.887 -0.181
P -0.636 0.662 -1.238 0.968
C -1.708 -0.477 -2.148 -0.427
C -1.282 -1.798 -2.325 -0.127
C -2.076 -2.704 -3.009 -0.074
C -3.301 -2.308 -3.533 -0.083
C -3.728 -0.999 -3.364 -0.087
C -2.941 -0.087 -2.674 -0.100
C -1.500 2.256 -1.245 -0.432
C -1.574 2.978 -2.438 -0.110
C -2.228 4.199 -2.478 -0.080
C -2.810 4.713 -1.327 -0.081
C -2.727 4.009 -0.135 -0.068
C -2.070 2.787 -0.092 -0.099
P -1.243 -0.608 1.528 0.819
C -3.896 -0.023 1.095 -0.319
C -3.947 0.869 2.165 -0.064
C -5.048 1.696 2.328 -0.090
C -6.111 1.651 1.439 -0.105
C -6.063 0.755 0.380 -0.087
C -4.971 -0.078 0.207 -0.039
C -1.404 -1.219 3.227 -0.458
C -2.086 -2.399 3.526 -0.084
C -2.093 -2.889 4.821 -0.071
C -1.422 -2.214 5.837 -0.077
C -0.762 -1.030 5.557 -0.089
C -0.767 -0.528 4.259 -0.234
H -2.784 -1.278 -0.039 0.061
H -0.330 -2.111 -1.916 0.037
H -1.735 -3.725 -3.132 0.107
H -3.918 -3.018 -4.068 0.103
H -4.682 -0.683 -3.765 0.106
H -3.294 0.926 -2.534 0.102
H -1.115 2.577 -3.335 0.095
H -2.281 4.751 -3.408 0.103
H -3.323 5.666 -1.359 0.103
H -3.180 4.403 0.766 0.106
H -2.005 2.242 0.840 0.069
H -3.124 0.922 2.867 0.091
H -5.070 2.385 3.164 0.104
H -6.965 2.302 1.569 0.097
H -6.885 0.704 -0.324 0.102
H -4.938 -0.773 -0.624 0.102
H -2.604 -2.929 2.737 0.105
H -2.618 -3.810 5.042 0.105
H -1.428 -2.608 6.845 0.104
H -0.258 -0.482 6.343 0.088
H -0.328 0.444 4.054 0.043
Cl 3.686 3.856 5.930 0.683
C 3.723 2.530 4.833 -0.693
C 2.592 1.715 4.704 -0.664
Cl 1.167 2.028 5.614 0.746
C 2.675 0.669 3.816 -0.401
Cl 1.610 2.139 0.949 0.106
C 3.814 0.437 3.078 -0.503
O 3.571 -0.629 2.273 -0.375
C 4.944 1.218 3.181 -0.623
Cl 6.318 0.874 2.218 0.738
C 4.877 2.282 4.082 -0.680
Cl 6.247 3.303 4.256 0.701
Se 1.898 -1.938 -0.149 0.359
P 3.645 -0.784 -1.099 0.789
Se 1.820 -0.815 2.919 1.114
C 2.767 -0.036 -2.523 -0.505
C 2.838 1.347 -2.647 -0.130
C 2.112 2.005 -3.634 -0.088
C 1.309 1.278 -4.498 -0.101
C 1.240 -0.109 -4.387 -0.088
C 1.968 -0.761 -3.409 -0.140
C 4.510 -2.195 -1.894 -0.460
C 4.759 -3.360 -1.170 -0.137
C 5.529 -4.377 -1.713 -0.086
C 6.070 -4.241 -2.984 -0.094
C 5.841 -3.079 -3.705 -0.087
C 5.068 -2.061 -3.165 -0.103
H 3.441 1.915 -1.949 0.094
H 2.164 3.083 -3.713 0.106
H 0.737 1.787 -5.265 0.102
H 0.607 -0.676 -5.059 0.107
H 1.903 -1.839 -3.311 0.104
H 4.340 -3.477 -0.178 0.072
H 5.706 -5.278 -1.141 0.103
H 6.670 -5.036 -3.408 0.100
H 6.262 -2.962 -4.696 0.102
H 4.898 -1.160 -3.739 0.102


42
Properties=species:S:1:pos:R:3:nbo_charge:R:1 method="wB97M-V/def2-TZVPD" orbital_gap_ha=0.3176 smiles="CC(C)OC(=O)CSc1nnc(CNc2ccc(Cl)cc2)n1C" relative_energy_kj_mol=27.4 largest_force_ev_per_a=1.259 energy_ha=-1810.89219 charge=0
C 2.330 1.021 0.069 -0.632
H 2.910 1.368 -0.781 0.220
C 1.468 2.158 0.605 0.088
C 0.487 2.677 -0.434 -0.624
H 1.026 3.013 -1.314 0.216
H -0.199 1.882 -0.719 0.220
H -0.089 3.504 -0.030 0.217
H 2.108 2.966 0.982 0.204
O 0.688 1.661 1.708 -0.511
C 1.133 1.841 2.941 0.791
O 2.142 2.419 3.248 -0.596
C 0.198 1.182 3.939 -0.615
H -0.840 1.449 3.746 0.279
H 0.504 1.411 4.957 0.252
S 0.315 -0.622 3.731 0.262
C -0.796 -0.798 2.405 0.172
N -1.757 0.026 2.088 -0.310
N -2.370 -0.471 1.007 -0.285
C -1.793 -1.593 0.678 0.295
N -0.762 -1.857 1.541 -0.364
C 0.135 -2.977 1.568 -0.409
H -0.403 -3.893 1.818 0.212
H 0.620 -3.096 0.598 0.211
H 0.894 -2.793 2.327 0.235
C -2.182 -2.415 -0.509 -0.256
N -2.358 -1.584 -1.682 -0.580
C -1.291 -0.881 -2.215 0.167
C 0.020 -1.361 -2.184 -0.237
C 1.049 -0.658 -2.781 -0.212
C 0.785 0.541 -3.419 -0.083
C -0.511 1.030 -3.481 -0.201
C -1.533 0.324 -2.882 -0.244
H -2.541 0.710 -2.920 0.216
H -0.714 1.963 -3.982 0.230
Cl 2.082 1.440 -4.133 -0.007
H 2.057 -1.040 -2.747 0.227
H 0.249 -2.299 -1.703 0.198
H -3.192 -1.015 -1.612 0.390
H -1.433 -3.185 -0.705 0.205
H -3.136 -2.913 -0.312 0.233
H 1.693 0.199 -0.253 0.209
H 3.010 0.668 0.841 0.218